(1)
ORCA calculation (ωB97M-V/def2-TZVPD) on C3H5NO2 in the gas phase.

The geometry in ORCA input format:
```
! wB97M-V def2-TZVPD RIJCOSX def2/J DEFGRID3
* xyz 0 1
N 1.74935 0.55634 -0.05889
C 0.59076 0.17265 -0.66265
O 0.29396 0.49102 -1.79916
C -0.33717 -0.68791 0.17653
C -1.70659 -0.03531 0.31897
O -2.18743 0.13015 1.41198
H 1.92422 0.41048 0.92219
H 2.34697 1.19112 -0.56724
H 0.04695 -0.88086 1.18479
H -0.45798 -1.64685 -0.34041
H -2.26304 0.29917 -0.58611
*
```

## Properties
relative energy (zero: lowest compared OMol25 entry of this formula, charge and spin): 10.3 kcal per mole
LUMO energy: 0.766 eV
orbital gap: 0.3949 Eh
HOMO level: -0.3668 Eh

Here are the natural (NBO) charges for atoms 1 to 8, given in e: number 1, N, carries -0.818; number 2, C, carries 0.674; number 3, O, carries -0.609; number 4, C, carries -0.608; number 5, C, carries 0.443; number 6, O, carries -0.512; number 7, H, carries 0.399; number 8, H, carries 0.407

***

(2)
ORCA calculation (ωB97M-V/def2-TZVPD) on a molecular structure, H16O8Sr in a non-equilibrium geometry.

The geometry in ORCA input format:
```
! wB97M-V def2-TZVPD RIJCOSX def2/J DEFGRID3
* xyz 2 1
Sr -3.90724 -7.34693 23.87302
O -2.33572 -9.40509 24.81366
H -2.38014 -10.30054 24.42710
H -1.44323 -9.23795 25.04243
O -5.54748 -8.96782 24.90410
H -6.29151 -8.58033 25.28814
H -5.78559 -9.89359 24.74607
O -6.33199 -6.75598 23.30841
H -6.43095 -5.90720 22.89312
H -7.12469 -6.77102 23.83777
O -1.61947 -6.88166 22.56657
H -1.42437 -6.59946 21.67882
H -0.94533 -7.47427 22.90734
O -2.22867 -6.15665 25.42429
H -1.52157 -5.88412 24.78897
H -2.43094 -5.37593 25.95271
O -5.12484 -5.66775 25.77713
H -5.89477 -5.08436 25.57598
H -4.48534 -5.03961 26.05728
O -3.95540 -9.18439 22.09128
H -4.70127 -9.20570 21.49570
H -3.23977 -9.33921 21.48805
O -3.68418 -4.74628 23.28549
H -4.44571 -4.32903 22.94293
H -2.93989 -4.30201 22.84288
*
```

## Properties
relative energy (zero: lowest compared OMol25 entry of this formula, charge and spin): 19.1 kcal per mole
LUMO energy: -6.536 eV
orbital gap: 0.4580 Eh
HOMO level: -0.6982 Eh

Here are the natural (NBO) charges for atoms 1 to 8, given in e: number 1, Sr, carries 1.863; number 2, O, carries -0.988; number 3, H, carries 0.510; number 4, H, carries 0.496; number 5, O, carries -0.990; number 6, H, carries 0.492; number 7, H, carries 0.518; number 8, O, carries -0.976

***

(3)
ORCA calculation (ωB97M-V/def2-TZVPD) on a molecular structure, C3H11N5 in a non-equilibrium geometry.

The geometry in ORCA input format:
```
! wB97M-V def2-TZVPD RIJCOSX def2/J DEFGRID3
* xyz 2 1
C -0.03923 -0.17564 0.00182
C -0.23416 -1.65031 0.11966
C -2.51392 0.00385 -0.07214
N 1.14480 0.52860 -0.16579
N -1.16131 0.56150 0.00215
N 3.40327 0.43256 -0.34050
N -1.17022 1.88679 0.26405
N 2.23104 -0.02962 -0.02439
H -0.85973 -1.94881 1.08926
H 0.64384 -2.39235 -0.02838
H -0.85598 -1.97878 -0.80019
H -2.43061 -0.87746 0.65519
H -3.22654 0.72306 0.28752
H -2.61656 -0.08576 -1.19020
H 3.34545 1.40216 -0.73201
H 4.26404 -0.00993 -0.02333
H -0.24271 2.35653 0.54605
H -1.98874 2.49297 -0.01332
H 2.30728 -1.23935 0.42453
*
```

## Properties
relative energy (zero: lowest compared OMol25 entry of this formula, charge and spin): 84.2 kcal per mole
LUMO energy (spin up / spin down): -10.163 / -10.167 eV
orbital gap (spin up / spin down): 0.2769 / 0.2762 Eh
HOMO level (spin up / spin down): -0.6504 / -0.6498 Eh

Here are the natural (NBO) charges for atoms 1 to 8, given in e: number 1, C, carries 0.349; number 2, C, carries -0.760; number 3, C, carries -0.432; number 4, N, carries -0.172; number 5, N, carries 0.002; number 6, N, carries -0.475; number 7, N, carries -0.553; number 8, N, carries 0.078

***

(4)
ORCA calculation (ωB97M-V/def2-TZVPD) on 2 unconnected molecules or ions with the total composition C3H6N2S2 in a non-equilibrium geometry.

The geometry in ORCA input format:
```
! wB97M-V def2-TZVPD RIJCOSX def2/J DEFGRID3
* xyz 0 1
C -0.69181 -2.59683 -0.60957
C -0.56149 -2.02202 -1.80378
C -1.01123 -0.09467 -0.17786
N 0.88000 1.69339 1.53247
N 1.04283 1.00763 0.38870
S -1.13841 -1.57826 0.72901
S -0.87306 -0.31458 -1.90959
H -0.56248 -3.64232 -0.40327
H -0.29668 -2.52634 -2.71509
H -1.64879 0.71271 0.14044
H 0.23079 2.47943 1.56604
H 0.81144 1.07581 2.33213
H 0.97259 1.63597 -0.41153
*
```

## Properties
relative energy (zero: lowest compared OMol25 entry of this formula, charge and spin): 91.2 kcal per mole
LUMO energy (spin up / spin down): 0.713 / 0.675 eV
orbital gap (spin up / spin down): 0.2892 / 0.2533 Eh
HOMO level (spin up / spin down): -0.2630 / -0.2285 Eh

Here are the natural (NBO) charges for atoms 1 to 8, given in e: number 1, C, carries -0.395; number 2, C, carries -0.393; number 3, C, carries -0.610; number 4, N, carries -0.609; number 5, N, carries -0.423; number 6, S, carries 0.364; number 7, S, carries 0.355; number 8, H, carries 0.241

***

(5)
ORCA calculation (ωB97M-V/def2-TZVPD) on C3H7N3 in the gas phase in a non-equilibrium geometry.

The geometry in ORCA input format:
```
! wB97M-V def2-TZVPD RIJCOSX def2/J DEFGRID3
* xyz 0 1
C -0.25506 0.01526 1.38604
C 0.45534 -0.25775 0.11090
N 1.74874 0.24190 -0.19915
C -0.94046 0.58024 0.18297
N -0.16337 -1.02884 -0.93093
N -1.44087 -0.35748 -0.81233
H 1.80095 1.25464 -0.17214
H 2.05419 -0.08115 -1.11332
H -0.22336 -2.01488 -0.65830
H -1.64996 0.12003 -1.69120
H -0.71796 -0.82926 1.89189
H 0.20171 0.72394 2.06842
H -0.86988 1.63338 -0.06285
*
```

## Properties
relative energy (zero: lowest compared OMol25 entry of this formula, charge and spin): 83.6 kcal per mole
LUMO energy: 1.128 eV
orbital gap: 0.3143 Eh
HOMO level: -0.2729 Eh

Here are the natural (NBO) charges for atoms 1 to 8, given in e: number 1, C, carries -0.447; number 2, C, carries 0.245; number 3, N, carries -0.847; number 4, C, carries -0.122; number 5, N, carries -0.455; number 6, N, carries -0.465; number 7, H, carries 0.368; number 8, H, carries 0.379

***

(6)
ORCA calculation (ωB97M-V/def2-TZVPD) on 14 unconnected molecules or ions with the total composition C35H94BN20O21 in a non-equilibrium geometry.

The geometry in ORCA input format:
```
! wB97M-V def2-TZVPD RIJCOSX def2/J DEFGRID3
* xyz -1 1
O 0.90668 2.57486 2.28945
C 0.22462 1.73363 1.79180
O 0.67971 0.81047 0.94472
B -0.39394 -0.15392 0.59796
O -1.56860 0.40799 1.28918
C -1.20871 1.28977 2.17128
O -1.89729 1.87422 2.96688
O 0.08779 -1.49881 1.07187
C 0.42707 -2.20330 0.03896
O 0.99285 -3.27110 0.01184
C -0.16133 -1.51506 -1.20828
O -0.57649 -0.30999 -0.85613
O -0.04749 -1.96802 -2.31703
C 6.02477 4.33331 -0.97654
C 6.11224 2.87529 -1.60292
C 5.00275 1.91464 -1.13528
O 3.82668 2.28323 -1.79844
C 2.75459 1.39638 -1.51736
N 6.19426 2.94935 -3.06454
H 6.83065 4.32179 -0.24471
H 5.04459 4.47448 -0.51872
H 6.17246 5.11612 -1.71562
H 7.08353 2.55294 -1.22599
H 5.01726 2.11964 -0.05618
H 5.23348 0.86296 -1.32246
H 1.81808 1.71933 -1.96505
H 2.62911 1.19949 -0.45323
H 3.06815 0.48980 -2.05609
H 7.07581 3.43011 -3.20025
H 5.43872 3.48553 -3.46717
C 1.86844 -4.18665 -4.65702
C 1.83173 -4.94051 -3.30026
C 0.58984 -5.79465 -3.14664
O 0.60294 -6.82928 -4.11705
C -0.45226 -7.75074 -3.99970
N 3.08379 -5.72974 -3.22659
H 0.82480 -4.01658 -4.91460
H 2.32097 -4.72828 -5.48812
H 2.38819 -3.23173 -4.59057
H 1.85152 -4.13427 -2.56727
H -0.29095 -5.18046 -3.38892
H 0.35230 -6.16359 -2.14199
H -0.46578 -8.28114 -3.03452
H -0.32456 -8.47816 -4.79424
H -1.45696 -7.32627 -3.91798
H 2.84345 -6.62089 -2.79698
H 3.40338 -6.02190 -4.14168
C -3.65384 6.12993 2.21207
C -4.49386 5.11520 1.44276
C -3.77789 3.82582 0.96864
O -4.63828 3.15517 0.09925
C -4.12342 1.87556 -0.27759
N -5.60120 4.83335 2.34299
H -3.31752 5.72463 3.16654
H -4.18284 7.07977 2.16843
H -2.71432 6.32559 1.67974
H -4.70840 5.67999 0.52343
H -3.64452 3.21536 1.87006
H -2.80244 4.09090 0.54010
H -3.15496 2.05731 -0.75170
H -4.82657 1.47472 -1.00417
H -4.09351 1.22611 0.59948
H -6.01556 5.65714 2.76410
H -6.40994 4.44129 1.86488
C -2.20107 6.94232 -1.26721
C -1.09135 6.73233 -2.33696
C -0.11909 5.59893 -1.98235
O 0.36679 5.74681 -0.67928
C 0.71625 4.55696 0.01428
N -1.82990 6.42771 -3.54622
H -2.87710 6.09007 -1.12902
H -2.88359 7.75845 -1.50719
H -1.79068 7.10937 -0.27027
H -0.59913 7.70439 -2.28421
H 0.68186 5.78933 -2.71993
H -0.47875 4.59688 -2.23693
H 1.65447 4.32019 -0.50942
H 0.04014 3.70222 -0.05909
H 0.93683 4.82265 1.04292
H -1.15608 6.04643 -4.21449
H -2.45181 5.63761 -3.40751
C 3.19587 -2.84478 2.64178
C 4.03817 -2.13581 1.56079
C 4.10458 -0.59008 1.77252
O 4.53884 -0.30116 3.09583
C 3.88509 0.82139 3.60984
N 5.44247 -2.60479 1.58325
H 2.32496 -2.19589 2.79740
H 3.66500 -2.83928 3.62622
H 2.89182 -3.83895 2.33469
H 3.53107 -2.29948 0.60749
H 3.05434 -0.30639 1.64293
H 4.72126 -0.17645 0.97816
H 4.07609 0.81154 4.68610
H 2.79487 0.85177 3.48265
H 4.20413 1.79468 3.21335
H 5.44156 -3.62706 1.50564
H 5.62946 -2.46611 2.57606
C -2.95615 -2.91406 1.10631
C -2.96166 -4.20556 0.30664
C -3.36988 -3.95184 -1.17451
O -3.44551 -5.15910 -1.89609
C -3.95127 -4.86893 -3.18129
N -1.63094 -4.85446 0.34680
H -3.98525 -2.55251 1.08464
H -2.28759 -2.24474 0.57187
H -2.73327 -3.05239 2.16130
H -3.76077 -4.85205 0.67522
H -2.61234 -3.27684 -1.60276
H -4.27894 -3.34262 -1.24309
H -5.02489 -4.70254 -3.28939
H -3.70518 -5.68207 -3.87047
H -3.39825 -4.06092 -3.67181
H -1.02034 -4.56651 -0.41321
H -1.84995 -5.82485 0.12579
C -5.36785 -0.65383 3.21855
O -6.02917 0.07663 2.49057
N -5.52149 -2.01667 3.10698
N -4.24893 -0.28662 3.91006
H -5.07647 -2.66858 3.72321
H -6.02396 -2.24887 2.27038
H -3.97053 0.67147 3.79188
H -3.76512 -0.96912 4.45783
C -2.91704 -1.82727 -4.96632
O -3.66490 -2.08489 -5.90914
N -3.40929 -1.26877 -3.82085
N -1.68084 -2.37869 -4.81018
H -2.77693 -0.85766 -3.15985
H -4.39099 -1.07021 -3.81051
H -1.10149 -1.89345 -4.13476
H -1.21549 -2.84248 -5.56814
C 3.66863 5.15345 3.86099
O 4.85233 5.14190 4.18814
N 3.10314 6.20362 3.22147
N 2.80807 4.12563 4.13601
H 2.11706 6.30758 3.07617
H 3.69870 6.97786 2.99283
H 1.97288 4.02403 3.58925
H 3.19314 3.39444 4.70396
C -1.98344 2.72967 6.37351
O -1.33824 3.01279 7.39581
N -2.00738 3.56449 5.32118
N -2.71988 1.60050 6.23737
H -2.15570 3.12754 4.41956
H -1.35829 4.32695 5.40313
H -2.60051 0.79744 6.82131
H -3.23652 1.52348 5.38350
C 0.23778 -5.10150 3.55825
O 0.80067 -5.47174 4.59381
N 0.06601 -5.92968 2.48909
N -0.22096 -3.84430 3.36712
H -0.48628 -5.58828 1.69874
H 0.44843 -6.85424 2.51264
H 0.08746 -3.19380 4.06831
H -0.33421 -3.61014 2.39414
C -1.61302 2.09145 -3.86540
O -2.76892 1.66979 -3.80291
N -0.60368 1.48584 -3.17006
N -1.23384 3.21381 -4.52767
H 0.25876 1.99195 -3.21718
H -0.82629 0.65031 -2.65652
H -0.26757 3.45197 -4.63321
H -1.96462 3.71231 -5.00326
C 4.14305 -5.32338 0.24833
O 4.93829 -5.61597 1.14824
N 4.51787 -4.69106 -0.88605
N 2.81503 -5.70535 0.28623
H 5.39688 -4.24639 -1.05543
H 3.85626 -4.85934 -1.64001
H 2.64425 -6.23222 1.12586
H 2.16624 -5.00437 -0.06161
*
```

## Properties
LUMO energy: 1.284 eV
orbital gap: 0.3052 Eh
HOMO level: -0.2580 Eh

Here are the Mulliken charges for atoms 1 to 8, given in e: number 1, O, carries -0.289; number 2, C, carries 0.028; number 3, O, carries -0.570; number 4, B, carries 0.551; number 5, O, carries 0.001; number 6, C, carries 0.108; number 7, O, carries -0.286; number 8, O, carries 0.264

***

(7)
ORCA calculation (ωB97M-V/def2-TZVPD) on a molecular structure, C33H32N2OsP2.

The geometry in ORCA input format:
```
! wB97M-V def2-TZVPD RIJCOSX def2/J DEFGRID3
* xyz 4 1
Os 0.24994 -1.84072 2.25754
C 3.53893 -2.60840 2.12056
C 2.12297 -3.03107 2.33821
C 1.55299 -3.03740 3.64517
C 0.21075 -3.40078 3.84695
C -0.57737 -3.83039 2.74074
C -0.00675 -3.94762 1.45484
C 1.31477 -3.49949 1.24930
H 3.68548 -2.16193 1.13870
H 4.16893 -3.50174 2.17141
H 3.88413 -1.91993 2.88949
H 2.13621 -2.65157 4.47212
H -0.24699 -3.29840 4.82266
H -1.62809 -4.05005 2.88550
H -0.60973 -4.31293 0.63572
H 1.72836 -3.48365 0.24868
C -0.63178 2.16158 1.38916
N -0.24204 1.21248 0.29199
P -0.89026 -0.48182 0.46591
C -1.00489 -0.91854 -1.26844
C -0.57967 -2.17745 -1.68431
C -0.75780 -2.57914 -3.00239
C -1.35908 -1.72130 -3.91119
C -1.77416 -0.45439 -3.50840
C -1.60211 -0.05065 -2.19593
C -2.51000 -0.19965 1.15441
C -3.54965 0.45585 0.48585
C -4.78982 0.56326 1.09080
C -5.01016 0.00891 2.34909
C -3.98798 -0.65256 3.01878
C -2.74340 -0.74615 2.42121
P 0.62794 1.77049 -0.93082
C 0.50286 3.40883 -1.35750
C -0.70506 4.15147 -1.24254
C -0.72384 5.45909 -1.65092
C 0.44283 6.05347 -2.15307
C 1.63659 5.33958 -2.26489
C 1.68201 4.01864 -1.88411
C 1.75880 0.76818 -1.74329
C 2.53150 -0.17061 -1.02518
C 3.49906 -0.87960 -1.69816
C 3.67936 -0.69094 -3.07256
C 2.90183 0.21739 -3.78624
C 1.94613 0.96487 -3.12890
H -0.90570 1.57300 2.25981
H -1.50596 2.74364 1.11208
H 0.19950 2.81879 1.63458
H -0.09790 -2.84586 -0.98621
H -0.43180 -3.56171 -3.31693
H -1.50948 -2.03704 -4.93532
H -2.25243 0.20870 -4.21759
H -1.96862 0.92909 -1.90747
H -3.41230 0.86315 -0.50573
H -5.59759 1.06599 0.57589
H -5.98700 0.08942 2.80795
H -4.16766 -1.08642 3.99325
H -1.93963 -1.26369 2.95905
H -1.61594 3.69216 -0.88169
H -1.63964 6.03171 -1.59115
H 0.41605 7.09107 -2.46437
H 2.52523 5.82419 -2.64621
H 2.60945 3.46625 -1.95570
H 2.39491 -0.28750 0.04479
H 4.14525 -1.56918 -1.17150
H 4.44421 -1.25802 -3.58899
H 3.05228 0.34619 -4.84977
H 1.34292 1.67846 -3.67647
N 0.67452 0.45810 4.43185
C 0.55097 -0.29096 3.56958
H 0.80457 1.06526 5.23032
*
```

## Properties
LUMO energy: -13.402 eV
orbital gap: 0.2394 Eh
HOMO level: -0.7319 Eh

Here are the Mulliken charges for atoms 1 to 8, given in e: number 1, Os, carries 1.293; number 2, C, carries -1.207; number 3, C, carries 0.656; number 4, C, carries -0.903; number 5, C, carries -0.624; number 6, C, carries -0.153; number 7, C, carries -0.661; number 8, C, carries -0.230

***

(8)
ORCA calculation (ωB97M-V/def2-TZVPD) on C5H11FN2 in the gas phase in a non-equilibrium geometry.

The geometry in ORCA input format:
```
! wB97M-V def2-TZVPD RIJCOSX def2/J DEFGRID3
* xyz 0 1
C -1.63489 -0.10570 0.41135
C -0.87523 1.19933 -0.14238
C 1.57558 0.62530 0.09725
C 2.50939 -0.54948 -0.32611
C -0.30398 -0.86317 0.02224
H -3.34523 -1.10520 0.19308
H -3.41153 0.36945 -0.51081
H -1.84531 -0.19055 1.48973
H -0.76127 1.97832 0.64303
H -1.22103 1.58432 -1.08990
H 2.00603 1.59519 -0.31681
H 1.64457 0.78408 1.18019
H 2.27781 -1.39233 0.36902
H 2.59500 -0.70938 -1.39304
H 0.06819 -1.39205 0.90238
H -0.52383 -1.62506 -0.81740
N -2.81379 -0.44714 -0.35461
N 0.29398 0.33191 -0.40655
F 3.76554 -0.08783 0.04935
*
```

## Properties
relative energy (zero: lowest compared OMol25 entry of this formula, charge and spin): 44.3 kcal per mole
LUMO energy: 0.965 eV
orbital gap: 0.3436 Eh
HOMO level: -0.3082 Eh

Here are the natural (NBO) charges for atoms 1 to 8, given in e: number 1, C, carries -0.047; number 2, C, carries -0.220; number 3, C, carries -0.229; number 4, C, carries 0.048; number 5, C, carries -0.227; number 6, H, carries 0.355; number 7, H, carries 0.361; number 8, H, carries 0.172